No. 1
Density functional theory data (the ωB97M-V functional and the def2-TZVPD basis) for a cluster of 2 separate species, C19H22Cl2F6N6O10 in total at a distorted geometry.

- 2S+1: 1
- Frontier orbital gap: 4.12 eV
- E_tot: -3336.6243 Ha
- HOMO energy: -7.25 eV
- Total charge: 0

Geometry as XYZ:
```
65
C19H22Cl2F6N6O10, DFT the ωB97M-V functional and the def2-TZVPD basis
H -0.567 -1.323 3.960
H -3.225 1.713 0.592
N -0.242 0.041 1.674
C 0.656 -1.049 2.213
C 0.520 1.182 1.042
H -1.676 4.013 -0.170
C -1.348 3.186 0.626
C -0.980 1.078 -1.133
F 1.078 -1.484 -0.898
C 0.796 -4.406 -2.085
H 0.862 1.530 3.294
C -0.323 2.091 -0.024
H 1.880 6.350 1.397
O 0.112 1.205 -3.461
C 1.246 1.994 2.263
O -2.078 -7.318 -3.412
O -2.483 -6.673 -5.654
N -2.418 2.125 2.670
C 0.065 0.526 -2.280
H -0.883 3.820 1.525
C 1.255 4.372 -0.159
O -0.461 -4.513 -1.652
C -2.751 2.571 1.231
O -3.281 -5.332 -3.873
Cl -2.273 2.046 -2.124
C 1.018 -0.797 -2.200
H 1.797 2.355 -1.080
C 1.374 -3.355 -3.199
H 5.570 2.695 2.430
O 1.808 -5.317 -1.454
N -1.718 -0.112 -0.591
F 2.415 -0.338 -2.549
H -2.061 -1.755 2.433
C 1.642 5.474 0.641
C -1.369 -0.481 0.823
O -0.960 -5.441 -4.324
H -2.735 0.061 -0.744
H 1.406 0.680 0.418
H -3.277 1.758 3.139
H 1.020 3.137 2.324
N -2.206 -1.426 1.434
C 2.893 1.836 2.307
H 1.804 -0.736 2.126
O 3.408 3.048 3.012
H -2.064 2.984 3.166
O 4.809 4.611 1.729
F 0.895 -1.398 -4.697
C 0.556 -1.942 -3.328
H 3.106 0.934 3.052
H 0.962 -0.779 4.318
N -3.286 -2.033 0.768
Cl -2.201 -6.191 -4.316
F -0.936 -2.092 -3.337
H -3.530 3.469 1.225
O -5.617 -0.905 1.652
H 2.232 -4.817 -0.672
F 2.843 -3.210 -2.999
H 3.383 1.671 1.253
C 4.673 3.450 2.377
H 0.274 3.279 -1.894
N 0.430 -1.409 3.666
C -4.442 -1.539 1.380
C 0.818 2.971 -0.876
F 1.221 -4.043 -4.536
H 0.566 -2.043 1.559
```

***

No. 2
Density functional theory data (the ωB97M-V functional and the def2-TZVPD basis) for a structure of composition C43H42N11O2Pt.

- 2S+1: 1
- Frontier orbital gap: 5.49 eV
- E_tot: -2535.6684 Ha
- Energy relative to the best compared isomer or geometry (same formula, charge and spin): 84.3 kJ/mol
- HOMO energy: -10.29 eV
- Total charge: +1

Geometry as XYZ:
```
99
C43H42N11O2Pt, DFT the ωB97M-V functional and the def2-TZVPD basis
C 2.888 0.296 -1.415
H 1.249 0.597 2.988
N -0.370 2.700 -1.651
C -0.831 0.538 3.584
O 3.897 0.969 2.277
H -5.099 -0.968 -4.375
C 0.816 -4.514 -1.566
C -5.322 -0.886 -0.067
H -7.713 0.428 0.247
H 0.179 -5.186 -2.118
C 0.555 2.879 -2.631
H 5.483 -4.482 3.448
C 3.303 4.347 3.644
N 4.426 0.317 4.313
C -5.605 0.351 0.763
C 4.327 -2.926 0.674
C 0.221 0.496 2.679
C 4.940 -2.417 3.347
H -6.678 1.365 -0.834
C -5.798 0.044 2.252
C 0.110 3.437 -0.667
C 2.835 5.590 3.266
C 3.329 3.310 2.712
C 4.474 -1.390 2.531
H -3.992 0.240 -3.723
C -0.075 0.299 1.345
N 0.354 -3.622 -0.648
Pt -1.484 -0.172 -1.045
H -7.049 1.974 0.785
H -3.330 0.021 1.351
N 2.526 -3.563 -0.859
N 0.549 -0.070 -0.759
H -5.741 0.958 2.845
H 2.028 6.781 1.679
C -5.117 -3.015 -1.856
H 4.942 -4.938 1.084
C -4.258 -1.933 -1.992
N 1.549 3.673 -2.309
H -5.068 -3.818 -2.582
H -1.830 -0.416 -2.815
C 5.113 -3.685 2.818
N 2.121 -4.517 -1.721
H -0.341 3.593 0.301
N 0.945 0.206 0.398
C 2.322 -0.750 -3.930
H -3.525 -0.719 -5.140
H -6.952 -1.987 0.775
C 2.421 4.777 1.032
H 4.880 0.555 -2.134
N 1.245 4.039 -1.046
N -1.339 0.164 0.907
H 4.498 -3.963 -1.228
C 2.393 5.803 1.968
C 3.602 -0.308 -3.630
H -6.781 -0.394 2.438
H 3.106 0.685 -0.433
N 4.092 1.655 4.361
H 3.650 4.160 4.652
C -4.307 -0.905 -1.038
H 1.444 6.007 -0.412
C 1.318 -0.661 -2.981
H 3.810 -0.847 0.563
H 2.901 2.716 0.694
H 2.105 -1.170 -4.903
H 0.332 -1.022 -3.201
C -6.835 1.075 0.205
H -5.061 -0.670 2.628
C -2.350 0.175 1.772
O -3.433 0.132 -1.092
H -2.971 0.373 3.800
C -6.051 -3.064 -0.833
C -4.050 -0.749 -4.184
C 4.811 -3.941 1.487
H 4.385 -0.368 -4.375
C -1.953 -1.542 -3.060
H -0.633 0.690 4.636
H -1.411 -1.548 -4.008
H 2.814 6.399 3.983
H 4.073 -2.251 -1.333
C 3.927 -3.167 -0.756
C -2.126 0.367 3.126
H -3.488 -2.776 -3.753
C 2.886 3.523 1.412
C 4.294 -0.055 3.089
H 2.895 5.222 -1.020
C 1.600 -0.136 -1.730
C 4.177 -1.646 1.198
H -4.766 1.039 0.643
C -6.170 -1.986 0.024
C 2.019 5.080 -0.388
C 3.803 2.005 3.158
H 1.558 -2.319 0.552
C 3.882 0.210 -2.370
H 5.171 -2.209 4.384
C 1.466 -3.054 -0.228
H -1.468 -2.247 -2.381
C -3.440 -1.802 -3.256
H 0.483 2.430 -3.609
H -6.711 -3.916 -0.737
```